C45H41NNbO15 as an isolated structure, computed with the ωB97M-V functional and the def2-TZVPD basis.

Structure (ORCA input):
```
! RIJCOSX wB97M-V def2-TZVPD def2/J DEFGRID3
* xyz -1 1
Nb 0.2310 2.0214 3.3147
O -5.3842 -6.8047 -1.4882
O 0.9782 -0.8762 0.9390
O 5.6547 7.5746 1.0736
O 5.5358 5.2183 -1.4454
O -0.9904 -4.6375 0.5024
O 2.8955 -1.2523 3.1503
O 2.0233 2.2152 11.1970
O -10.4163 -9.1792 -4.8854
O 0.7260 5.6477 1.1814
O -4.7859 -2.7115 -2.5580
O 0.0183 -1.4021 -4.2372
O -5.7486 -6.6823 -4.7687
O 5.9460 8.0380 -5.9060
O 4.9545 1.6787 6.8248
O -4.9148 -1.5980 -7.7292
N 3.7041 2.2773 3.9006
C 2.1075 7.5521 1.0784
C -2.0298 -6.5658 -0.3629
C -8.6766 -8.1686 -6.1024
C 4.1640 2.2846 10.2271
C 5.9556 5.9132 -4.8961
C 2.6913 2.0921 10.1918
C 4.5238 7.1241 1.1039
C -5.8474 -2.8030 -5.9377
C 4.9034 2.1493 9.1306
C 1.3686 0.3150 4.2488
C -5.8154 -3.0841 -4.6388
C -3.1355 -7.1102 -0.8623
C 0.8921 -0.0687 -2.5034
C -7.5047 -7.5409 -6.0725
C 0.1134 -2.2271 -0.7820
C 1.1329 0.0639 -1.2012
C -2.0002 -5.1427 0.0596
C 4.2666 5.6699 1.1858
C -3.8514 -1.5022 -4.3463
C 1.8484 6.0894 1.1578
C 0.7636 -1.0069 -0.2425
C 4.2846 1.8006 7.8276
C -8.6588 -8.3245 -3.5711
C 5.8517 5.2038 -3.7760
C 3.3485 8.0298 1.0529
C 2.0752 1.7461 8.8887
C 5.6297 8.0529 -3.5734
C -3.8835 -1.2218 -5.6461
C -7.4842 -7.6972 -3.5355
C 3.0251 5.1874 1.2116
C -6.8162 -7.2564 -4.7873
C 5.6284 5.8643 -2.4651
C -4.8159 -2.4532 -3.7426
C -0.1229 -2.3524 -2.0869
C -9.3463 -8.6090 -4.8528
C 0.2447 -1.2860 -3.0468
C -4.3773 -6.3131 -1.0193
C -4.3440 -4.8962 -0.5959
C 5.5253 7.3453 -2.4516
C 3.6623 1.0018 3.1984
C 2.8289 -0.0430 3.8999
C -3.2408 -4.3514 -0.0942
C -4.8840 -1.8502 -6.5438
C 2.8132 1.6096 7.7899
C 5.8519 7.3935 -4.8828
H 6.1185 5.4524 -5.8621
H 2.4322 -1.0978 2.3119
H 1.1496 0.6992 -3.2219
H -1.1092 -7.1229 -0.2440
H -9.1952 -8.3865 -7.0275
H -3.1889 -0.5317 -6.1071
H -3.1935 -3.3139 0.2119
H 3.5614 9.0906 0.9947
H -0.8300 3.4031 2.7795
H 2.8060 4.1271 1.2756
H -1.3139 1.3944 4.1199
H -5.2566 -4.3340 -0.7284
H 1.3274 0.4552 5.3283
H 0.7850 -0.5856 4.0761
H 5.5593 9.1330 -3.5860
H 3.3446 -0.2941 4.8259
H 5.9777 2.2845 9.1328
H 2.3816 1.3603 6.8265
H 4.5925 2.5384 11.1885
H -0.1658 -3.0028 -0.0666
H -3.1285 -1.0573 -3.6741
H 4.6593 0.5820 3.0483
H -9.1649 -8.6548 -2.6730
H -0.5971 -3.2323 -2.5074
H 1.0011 1.6139 8.8836
H 5.1368 5.0298 1.2217
H 5.9233 4.1237 -3.7635
H -0.4027 1.1362 1.8174
H -6.5051 -3.7788 -4.1768
H 3.2665 1.1631 2.1976
H -6.9682 -7.4796 -2.6097
H 0.6052 3.0777 4.7635
H -7.0003 -7.2102 -6.9719
H -6.5673 -3.2509 -6.6107
H 1.5054 2.7004 2.2105
H 5.3668 7.8071 -1.4855
H -3.1820 -8.1441 -1.1801
H 3.9984 2.1505 4.8571
H 4.3493 2.8773 3.4105
H 1.5966 0.9467 -0.7785
H 1.2359 8.1938 1.0423
*
```

Output
energy above the lowest of the compared OMol25 structures with the same formula, charge and spin = 25.1 kcal/mol
Kohn-Sham gap = 4.107 eV
HOMO level = -4.55 eV

Atomic partial charges in e from the Löwdin method, atoms 1 to 4: number 1, Nb, carries 0.89; number 2, O, carries 0.08; number 3, O, carries 0.06; number 4, O, carries 0.07

---

An isolated molecule of C17H33NO2, computed with the ωB97M-V functional and the def2-TZVPD basis.

Structure (ORCA input):
```
! RIJCOSX wB97M-V def2-TZVPD def2/J DEFGRID3
* xyz 0 1
O -6.8629 -0.2813 -0.5396
O -6.3386 -1.8698 0.9479
N 4.0415 -0.0025 -0.2387
C -0.5412 1.0759 0.7838
C 3.8233 -2.3988 0.1809
C -7.6335 -1.2296 -1.2625
C -3.2649 -0.2987 0.1185
C 1.9234 1.8023 0.7128
C 5.4782 -0.0673 -0.0492
C 5.8273 -1.1635 0.9532
C -6.2470 -0.7349 0.5610
C 5.3183 -2.5106 0.4543
C 3.6314 1.1506 -1.0203
C 3.5548 -1.2533 -0.7900
C 2.1699 1.5252 -0.7669
C -4.2865 0.8164 0.3318
C -5.4451 0.3588 1.2250
C 0.4821 2.1922 1.0422
C -1.3174 1.2705 -0.5187
C -2.1803 0.0648 -0.8967
H -0.0276 0.1127 0.7596
H 0.2061 3.0782 0.4655
H -3.7844 -1.1903 -0.2412
H 2.4803 -1.1676 -0.9605
H -0.6144 1.4496 -1.3341
H -1.2512 1.0443 1.6116
H 5.8396 -2.7802 -0.4679
H 1.5207 0.7181 -1.1043
H -3.8062 1.6743 0.8042
H -6.1123 1.2013 1.4148
H 5.3533 -0.9279 1.9072
H 1.9340 2.4138 -1.3574
H 2.5850 2.6122 1.0302
H 6.9084 -1.1907 1.1017
H -8.4030 -1.6622 -0.6198
H 3.4371 -3.3303 -0.2373
H 3.7891 0.9855 -2.1023
H 4.2584 1.9949 -0.7202
H -2.6564 0.2678 -1.8597
H 5.8192 0.8985 0.3335
H -8.0853 -0.6889 -2.0901
H 4.0364 -1.4744 -1.7628
H 6.0049 -0.2617 -1.0036
H -6.9950 -2.0342 -1.6334
H -5.0664 -0.0238 2.1732
H 0.4493 2.4715 2.0977
H 3.2985 -2.1965 1.1160
H -4.6870 1.1381 -0.6316
H -1.5296 -0.8033 -1.0291
H -2.8064 -0.5584 1.0738
H 2.2016 0.9125 1.2791
H 5.5145 -3.2900 1.1930
H -1.9440 2.1605 -0.4348
*
```

Output
SMILES string = COC(=O)CCCCCCCCCCN1CCCCC1
energy above the lowest of the compared OMol25 structures with the same formula, charge and spin = 4.1 kcal/mol
Kohn-Sham gap = 9.407 eV
HOMO level = -8.48 eV

Atomic partial charges in e from the Löwdin method, atoms 1 to 4: number 1, O, carries -0.04; number 2, O, carries 0.11; number 3, N, carries -0.18; number 4, C, carries -0.21

---

An isolated molecule of C2H10N4, computed with the ωB97M-V functional and the def2-TZVPD basis.

Structure (ORCA input):
```
! RIJCOSX wB97M-V def2-TZVPD def2/J DEFGRID3
* xyz 0 1
N 1.8869 -0.5597 1.0863
N -1.5300 2.1100 -0.3214
N -0.9650 1.0102 0.3264
N -1.3157 -0.2426 -0.2724
C -0.3932 -1.2556 0.1132
C 1.2015 -0.7878 -0.1719
H -2.5086 2.1853 -0.0667
H 0.0966 1.0672 0.2254
H -1.3253 -0.1625 -1.2988
H -0.6327 -2.1727 -0.4211
H 1.3201 -0.0019 -0.9423
H -1.4676 2.0502 -1.3434
H -0.4286 -1.3825 1.1943
H 1.6618 -1.6668 -0.6316
H 1.5149 0.2490 1.5713
H 2.8848 -0.4399 0.9528
*
```

Output
SMILES string = NCCNNN
energy above the lowest of the compared OMol25 structures with the same formula, charge and spin = 64.0 kcal/mol
Kohn-Sham gap = 9.461 eV
HOMO level = -8.42 eV

Atomic partial charges in e from the Löwdin method, atoms 1 to 4: number 1, N, carries -0.03; number 2, N, carries -0.03; number 3, N, carries -0.18; number 4, N, carries -0.13